1.
Below is a molecular structure, C40H37BrF2HgN9O2S3, with properties calculated with ωB97M-V/def2-TZVPD.

Output
Largest force on an atom ... 1.34 eV/Å
Multiplicity ... 2
Orbital gap (alpha / beta) ... 1.94 / 4.05 eV
E_HOMO (alpha / beta) ... 0.9816 / -1.1293 eV
Net charge ... -2

Positions of all 95 atoms, in Å:
Hg 0.2158 0.1350 -0.2170
O -1.1772 4.2534 4.1296
C 0.0685 4.2999 4.4512
C 0.5960 5.3122 5.3043
C 1.9391 5.3788 5.6254
C 2.8418 4.4358 5.1392
C 2.3618 3.4336 4.2986
C 1.0243 3.3507 3.9512
C 0.5699 2.2960 2.9629
O -0.5026 2.7190 2.1688
N 0.1966 1.0914 3.6988
N -0.1630 -0.0232 2.9990
C -0.0480 -1.1617 3.6159
C -0.3557 -2.4318 3.0811
Br -1.2604 -2.4755 1.3762
C 0.0079 -3.6908 3.5607
C 0.6576 -4.0300 4.7896
C 1.5910 -5.1055 4.7979
C 2.2615 -5.4765 5.9445
C 2.0074 -4.8284 7.1612
C 1.0611 -3.8024 7.1877
C 0.4031 -3.4014 6.0386
H -1.0257 3.3043 2.8004
H -0.0997 6.0546 5.6838
H 2.2972 6.1870 6.2580
H 3.8952 4.4959 5.3888
H 3.0503 2.7039 3.8789
H 1.4022 2.0492 2.2867
H 0.7071 0.9581 4.5647
H 0.4060 -1.1944 4.6111
H -0.1392 -4.5283 2.8847
H 1.7947 -5.6146 3.8617
H 3.0031 -6.2686 5.8977
H 2.5359 -5.1161 8.0633
H 0.8378 -3.3047 8.1266
H -0.3466 -2.6218 6.0987
S -4.3990 0.4743 -1.2077
C -4.0574 0.6776 0.4647
C -2.7284 0.6281 0.7265
C -1.9212 0.4247 -0.4302
C -2.6808 0.3298 -1.5660
C -2.2452 0.1803 -2.9465
C -3.1293 -0.1298 -3.9960
C -2.6453 -0.2453 -5.2826
C -1.2902 -0.0372 -5.5191
C -0.4915 0.2577 -4.4256
N -0.9400 0.3618 -3.1842
H -4.8735 0.8050 1.1603
H -2.3168 0.7471 1.7210
H -4.1798 -0.2859 -3.7862
H -3.3107 -0.4998 -6.0992
H -0.8706 -0.1152 -6.5150
H 0.5770 0.4236 -4.5474
C 3.5723 0.2677 -2.6161
C 2.7127 -0.9053 -2.9329
N 1.5645 -1.1939 -2.3728
C 1.1179 -2.3562 -2.9484
C 2.0028 -2.7805 -3.8876
N 3.0284 -1.8531 -3.8833
C 4.2095 -1.9530 -4.7080
N 4.5932 -0.6980 -5.2954
N 5.8299 -0.1872 -5.0736
N 5.8944 0.9862 -5.5616
C 4.6756 1.3074 -6.1054
C 4.2201 2.4693 -6.7301
C 2.9184 2.4730 -7.1804
C 2.0730 1.3606 -7.0215
C 2.5063 0.2065 -6.4036
C 3.8203 0.2140 -5.9421
H 3.2771 0.6768 -1.6549
H 3.4503 1.0614 -3.3564
H 4.6261 -0.0138 -2.5837
H 0.1841 -2.8027 -2.6448
H 2.0206 -3.6399 -4.5380
H 3.9898 -2.6876 -5.4835
H 5.0683 -2.3015 -4.1340
H 4.8662 3.3298 -6.8403
H 2.5350 3.3526 -7.6815
H 1.0529 1.4161 -7.3796
H 1.8537 -0.6478 -6.2767
S 1.3921 2.8024 -1.4420
C -0.0883 3.2770 -2.0121
N -0.3219 3.4655 -3.3274
C -1.6743 3.7373 -3.7742
C -2.5034 4.0558 -2.5272
S -1.4591 3.7309 -1.0517
H 0.3528 3.0782 -3.9661
H -2.0827 2.8703 -4.3037
H -1.6570 4.5811 -4.4688
H -3.3815 3.4179 -2.4453
H -2.8141 5.0983 -2.4904
F 2.2812 -1.2657 1.6647
C 2.2926 -0.5187 0.5218
F 3.1733 0.5263 0.7984
H 2.8104 -1.1490 -0.2112



2.
Below is a molecular structure, C40H37HgN5O4PS2, with properties calculated with ωB97M-V/def2-TZVPD.

Output
Largest force on an atom ... 0.51 eV/Å
Multiplicity ... 2
Orbital gap (alpha / beta) ... 0.92 / 6.83 eV
E_HOMO (alpha / beta) ... 2.0846 / -2.7724 eV
Net charge ... -2

Positions of all 90 atoms, in Å:
Hg 0.4014 0.0095 0.8373
O -3.3525 1.4821 3.9055
C -2.6967 0.7841 3.1176
O -1.7945 -0.0619 3.3504
C -3.0059 0.9788 1.6084
P -2.1768 -0.3513 0.6885
C -2.7327 -0.1528 -1.0466
C -2.6816 -1.2377 -1.9223
C -2.9123 -1.0749 -3.2787
C -3.2081 0.1837 -3.7858
C -3.2909 1.2649 -2.9226
C -3.0573 1.0985 -1.5639
C -3.0769 -1.8572 1.2090
C -2.5056 -2.6759 2.1802
C -3.1701 -3.8102 2.6208
C -4.4149 -4.1362 2.1002
C -4.9974 -3.3186 1.1421
C -4.3307 -2.1839 0.7010
H -2.5859 1.9325 1.2822
H -4.0820 0.9835 1.4201
H -2.4564 -2.2259 -1.5419
H -2.8393 -1.9281 -3.9420
H -3.3595 0.3199 -4.8496
H -3.5099 2.2542 -3.3069
H -3.0888 1.9594 -0.9096
H -1.5525 -2.3936 2.6061
H -2.7155 -4.4373 3.3784
H -4.9340 -5.0231 2.4450
H -5.9721 -3.5616 0.7361
H -4.7871 -1.5524 -0.0522
O -0.2520 4.7200 0.5865
C -0.5989 4.9513 -0.7076
C -0.9381 6.2369 -1.1281
C -1.2578 6.4882 -2.4514
C -1.2341 5.4540 -3.3752
C -0.8939 4.1779 -2.9513
C -0.5814 3.8969 -1.6252
C -0.2702 2.4774 -1.2209
O -0.6136 2.1011 -0.0775
N 0.2858 1.7788 -2.1918
N 0.5453 0.4530 -1.8472
C 0.9824 -0.2077 -2.8369
S 1.1104 0.4884 -4.4590
C 1.7562 -1.0147 -5.2516
C 1.3501 -2.2202 -4.4263
S 1.6369 -1.8283 -2.6927
H -0.2757 5.5539 1.0659
H -0.9419 7.0427 -0.4001
H -1.5206 7.4942 -2.7566
H -1.4772 5.6352 -4.4143
H -0.8583 3.3499 -3.6480
H 2.8409 -0.9436 -5.3367
H 1.3299 -1.0774 -6.2520
H 1.9352 -3.1109 -4.6719
H 0.2905 -2.4418 -4.5584
N 3.2118 0.6351 -0.5227
C 3.9614 -0.1555 0.3055
C 4.7565 -1.1776 -0.2307
C 5.5489 -1.9614 0.5862
C 5.5799 -1.7414 1.9585
C 4.7653 -0.7520 2.4917
C 3.9299 0.0301 1.7005
C 3.0569 1.0447 2.3610
C 3.6818 1.9522 3.2233
C 2.9463 2.8505 3.9772
C 1.5629 2.8372 3.8849
C 0.9358 1.9517 3.0200
C 1.6575 1.0515 2.2268
H 3.2851 0.5286 -1.5191
H 2.8064 1.4894 -0.1833
H 4.7390 -1.3425 -1.3018
H 6.1514 -2.7447 0.1419
H 6.2067 -2.3436 2.6046
H 4.7424 -0.5915 3.5644
H 4.7644 1.9411 3.2950
H 3.4511 3.5504 4.6338
H 0.9638 3.5130 4.4844
H -0.1458 1.9512 2.9764
C 1.8841 -2.7930 2.8273
C 1.0470 -3.2800 1.7029
N 0.6056 -2.5622 0.6966
C -0.1170 -3.4181 -0.1050
C -0.1038 -4.6673 0.4178
N 0.6414 -4.5676 1.5730
H 1.7000 -1.7309 2.9794
H 2.9445 -2.9204 2.6047
H 1.6482 -3.3234 3.7519
H -0.5761 -3.0755 -1.0133
H -0.5461 -5.5912 0.0929
H 0.8494 -5.3104 2.2149



3.
Below is a molecular structure, C40H37N13NaO4, with properties calculated with ωB97M-V/def2-TZVPD.

Output
Largest force on an atom ... 0.91 eV/Å
Orbital gap ... 6.56 eV
E_HOMO ... -4.8738 eV
Net charge ... -1

Positions of all 95 atoms, in Å:
Na 0.1726 0.2787 0.1704
C -2.2124 -2.1520 1.4866
O -1.2404 -1.9368 0.4800
C -1.2272 -2.7767 -0.5744
C -2.1679 -3.7822 -0.7667
C -2.0980 -4.6130 -1.8792
C -1.0859 -4.4415 -2.8099
C -0.1381 -3.4431 -2.6143
C -0.1777 -2.6086 -1.4982
N 0.7714 -1.5678 -1.2625
N 1.8643 -1.8078 -1.8328
C 2.8778 -0.8889 -1.9271
C 2.8879 0.4267 -1.3528
O 2.1138 0.7973 -0.4331
C 3.8700 1.3527 -1.8935
C 4.8474 0.9678 -2.7363
C 4.9810 -0.3938 -3.1643
C 6.0416 -0.8035 -3.9953
C 6.1540 -2.1055 -4.4109
C 5.1908 -3.0410 -3.9957
C 4.1356 -2.6609 -3.2012
C 3.9937 -1.3209 -2.7616
H -3.2276 -2.0274 1.0979
H -2.0282 -1.4020 2.2496
H -2.1127 -3.1492 1.9236
H -2.9525 -3.9429 -0.0384
H -2.8352 -5.3971 -2.0038
H -1.0298 -5.0812 -3.6831
H 0.6573 -3.2868 -3.3301
H 3.7680 2.3938 -1.6070
H 5.5564 1.6959 -3.1186
H 6.7750 -0.0632 -4.3025
H 6.9753 -2.4116 -5.0470
H 5.2879 -4.0755 -4.3061
H 3.3966 -3.3846 -2.8858
O -3.0526 2.3151 6.4441
C -1.9042 1.8265 6.3665
O -1.0513 1.5742 7.2446
C -1.4575 1.4759 4.9218
C -2.2962 1.7023 3.8428
C -1.8781 1.3532 2.5661
N -0.6983 0.7750 2.3408
C 0.1092 0.5426 3.3766
C -0.2279 0.8861 4.6807
C 1.3905 -0.1555 3.0535
C 2.5727 0.1492 3.7244
C 3.7309 -0.5210 3.3694
C 3.6798 -1.4864 2.3724
C 2.4551 -1.7398 1.7734
N 1.3363 -1.0911 2.0969
C -2.7378 1.5484 1.3603
C -3.8561 2.3784 1.3813
C -4.6285 2.4994 0.2421
C -4.2819 1.7771 -0.8936
C -3.1544 0.9769 -0.8254
N -2.3970 0.8605 0.2647
H -3.2667 2.1317 4.0522
H 0.4196 0.6830 5.5247
H 2.5807 0.9087 4.4957
H 4.6696 -0.2985 3.8638
H 4.5673 -2.0286 2.0708
H 2.3609 -2.4971 0.9970
H -4.1061 2.9410 2.2718
H -5.4997 3.1437 0.2363
H -4.8659 1.8418 -1.8042
H -2.8434 0.3763 -1.6783
N 2.9718 2.8987 1.1490
C 2.7297 4.2110 0.9708
N 3.8071 5.0562 1.0265
N 1.5711 4.7537 0.7781
C 0.4317 4.0892 0.6470
N -0.6331 3.6377 0.5292
H 3.9306 2.5990 1.1409
H 2.3286 2.2005 0.7576
H 4.6619 4.7140 1.4215
H 3.5829 6.0196 1.2033
C -3.2341 4.5481 -3.7125
C -3.3363 3.3100 -4.5990
C -4.2851 3.5419 -5.7727
C -1.9643 2.9067 -5.1438
N -1.0514 2.5016 -4.0879
C -0.9497 1.3424 -3.4307
N -0.0216 1.4578 -2.5185
N 0.4707 2.7192 -2.6408
N -0.1405 3.3552 -3.5797
H -4.2142 4.7968 -3.2979
H -2.8802 5.4043 -4.2966
H -2.5436 4.3944 -2.8809
H -3.7086 2.4747 -3.9961
H -3.9044 4.3436 -6.4146
H -5.2730 3.8384 -5.4146
H -4.3971 2.6403 -6.3817
H -1.4980 3.7507 -5.6485
H -2.0644 2.0828 -5.8479
H -1.5422 0.4610 -3.6373



| no. | energy (eV) |
| --- | --- |
| 1 | -171741.9397 |
| 2 | -92855.8963 |
| 3 | -74061.9732 |